1.
{
  "formula": "C46H80Br24F6N3O4PS",
  "method": "ωB97M-V/def2-TZVPD",
  "species": ["C", "C", "C", "F", "C", "C", "C", "O", "O", "N", "C", "C", "C", "C", "C", "N", "C", "C", "C", "C", "C", "N", "S", "O", "O", "C", "F", "F", "C", "F", "F", "F", "C", "P", "C", "C", "C", "H", "H", "H", "H", "H", "H", "H", "H", "H", "H", "H", "H", "H", "H", "H", "H", "H", "H", "H", "H", "H", "H", "H", "H", "H", "H", "H", "H", "H", "H", "H", "H", "Br", "C", "C", "Br", "H", "H", "H", "H", "Br", "C", "C", "Br", "H", "H", "H", "H", "Br", "C", "C", "Br", "H", "H", "H", "H", "Br", "C", "C", "Br", "H", "H", "H", "H", "Br", "C", "C", "Br", "H", "H", "H", "H", "Br", "C", "C", "Br", "H", "H", "H", "H", "Br", "C", "C", "Br", "H", "H", "H", "H", "Br", "C", "C", "Br", "H", "H", "H", "H", "Br", "C", "C", "Br", "H", "H", "H", "H", "Br", "C", "C", "Br", "H", "H", "H", "H", "Br", "C", "C", "Br", "H", "H", "H", "H", "Br", "C", "C", "Br", "H", "H", "H", "H"],
  "xyz": [[-1.71902, -1.04518, 3.31342], [-1.57988, 0.05472, 2.26655], [-2.28123, -0.26547, 0.93128], [-3.02599, -1.45644, 1.09990], [-1.40141, -0.57112, -0.29364], [-0.78980, 0.68794, -0.95097], [-1.04472, 2.02696, -0.21998], [-1.97281, 2.67700, -0.70050], [-0.31934, 2.30862, 0.74292], [0.68077, 0.53370, -1.28080], [1.25481, 1.78353, -1.83445], [1.96027, 2.64224, -1.02239], [2.49997, 3.78161, -1.61258], [2.27880, 3.94972, -2.97754], [1.51811, 3.01531, -3.66395], [0.98867, 1.91318, -3.11925], [1.39926, -0.07237, -0.14870], [1.07728, -1.58282, -0.06140], [1.94965, -2.25405, -1.17736], [2.29196, -3.74187, -1.09377], [3.31003, -4.10222, -2.21017], [2.72588, -4.47018, -3.50466], [1.74415, -2.07004, 1.57112], [1.50839, -3.46349, 1.81756], [1.19284, -1.25182, 2.61596], [3.58654, -1.78148, 1.68456], [4.27353, -2.36920, 0.68607], [3.93815, -2.41907, 2.80518], [4.10006, -0.28755, 1.79029], [3.18072, 0.59091, 2.13111], [5.06243, -0.24853, 2.71288], [4.67441, 0.05786, 0.63424], [-0.46593, -1.82039, -0.11158], [-0.97330, -3.12733, -1.35564], [-2.62879, -3.74453, -0.88158], [-1.17661, -2.26243, -2.99132], [-0.33420, -2.92206, -4.08687], [-2.73388, -1.09462, 3.70184], [-1.09288, -0.76879, 4.16486], [-1.36403, -2.01645, 2.98431], [-2.08843, 0.93026, 2.66614], [-0.55772, 0.35591, 2.08040], [-3.01142, 0.49829, 0.66975], [-2.15927, -0.88376, -1.01215], [-1.25906, 0.82772, -1.92237], [0.71390, -0.13671, -2.05363], [2.09499, 2.48049, 0.03527], [3.08020, 4.49396, -1.04692], [2.69462, 4.79755, -3.50150], [1.32235, 3.15348, -4.72894], [2.46971, 0.05527, -0.28690], [1.09584, 0.46631, 0.74845], [2.90163, -1.72013, -1.21933], [1.47920, -2.07083, -2.14944], [2.77620, -4.04008, -0.17038], [1.44231, -4.40022, -1.24761], [3.85445, -4.97687, -1.84761], [4.03573, -3.30033, -2.35334], [2.58926, -3.64651, -4.07257], [1.84719, -4.94977, -3.36028], [-0.73329, -2.27097, 0.84875], [-2.71720, -4.69073, -1.41617], [-3.45596, -3.09197, -1.16099], [-2.62001, -3.97095, 0.18414], [-2.23432, -2.29585, -3.26021], [-0.93336, -1.19967, -2.91139], [-0.85735, -2.85537, -5.04263], [0.58912, -2.36029, -4.22812], [-0.15638, -3.97422, -3.90185], [2.10775, 4.59288, -6.36699], [1.56750, 6.34299, -7.02640], [2.75613, 7.05700, -7.60498], [3.92639, 7.72783, -6.20678], [1.10781, 6.87012, -6.19845], [0.82017, 6.15558, -7.78953], [2.45107, 7.93267, -8.17404], [3.36295, 6.41077, -8.23260], [3.67555, 1.70799, -8.72782], [5.17763, 2.90648, -8.41989], [6.03045, 2.44832, -7.26867], [5.18453, 2.83689, -5.56136], [4.76219, 3.89702, -8.26145], [5.75082, 2.89542, -9.34409], [6.97110, 2.99418, -7.25460], [6.22875, 1.38170, -7.28715], [-7.38703, 3.14330, -2.83148], [-5.79962, 3.62597, -1.80636], [-4.56067, 2.95608, -2.33090], [-4.47394, 1.09298, -1.81446], [-6.00595, 3.36964, -0.77269], [-5.71521, 4.70570, -1.90360], [-3.66734, 3.40161, -1.89394], [-4.49293, 2.98705, -3.41377], [0.32745, -7.32607, -2.94870], [0.09167, -8.03835, -4.74631], [0.89824, -7.27706, -5.76532], [0.08041, -5.55913, -6.15893], [-0.97311, -8.00899, -4.95211], [0.42346, -9.07284, -4.69376], [0.92484, -7.81624, -6.70959], [1.91227, -7.07130, -5.43615], [-4.00026, 2.07271, 4.07026], [-3.16048, 3.37151, 5.24237], [-1.92613, 2.80917, 5.89438], [-2.36888, 1.57906, 7.33578], [-3.91331, 3.68023, 5.96195], [-2.90032, 4.21238, 4.60264], [-1.34745, 3.60332, 6.36073], [-1.29877, 2.26338, 5.19675], [-5.43956, 4.98968, 8.99585], [-6.54584, 4.94220, 7.39650], [-7.47810, 3.76186, 7.39591], [-6.53803, 2.10945, 6.97646], [-5.86901, 4.93923, 6.54828], [-7.10985, 5.87206, 7.40622], [-8.22887, 3.87484, 6.61672], [-7.97014, 3.60952, 8.35160], [-0.06768, -7.42641, 1.21014], [-1.26325, -7.32092, 2.74283], [-2.46265, -6.46120, 2.44544], [-2.00355, -4.57365, 2.48003], [-0.67484, -6.94899, 3.57598], [-1.56829, -8.34572, 2.94328], [-3.22454, -6.58697, 3.21164], [-2.89488, -6.66427, 1.47018], [-9.64725, 2.45078, 10.63744], [-8.83714, 0.68349, 10.53619], [-9.24237, -0.04617, 9.28428], [-11.05903, -0.73321, 9.40728], [-9.12108, 0.15799, 11.44176], [-7.76350, 0.85935, 10.53900], [-8.61237, -0.91974, 9.13468], [-9.20262, 0.58317, 8.40151], [0.14552, -8.67601, 6.11423], [1.41228, -7.55701, 7.08282], [0.94036, -6.12950, 7.15407], [1.20498, -5.21208, 5.45915], [2.37024, -7.66302, 6.58350], [1.47563, -7.99093, 8.07682], [1.52677, -5.57076, 7.87904], [-0.11253, -6.04209, 7.40103], [5.95130, -7.66675, 9.29669], [4.98606, -5.98445, 9.16398], [4.18367, -5.70205, 10.40597], [2.56991, -6.78801, 10.48298], [4.37018, -6.04590, 8.27224], [5.74927, -5.22244, 9.02474], [3.83696, -4.67097, 10.40648], [4.73421, -5.89769, 11.31983], [9.05485, 4.58674, -6.37572], [8.72307, 6.50479, -6.36630], [7.26664, 6.82484, -6.57337], [6.74005, 6.60623, -8.43294], [9.36084, 6.93535, -7.13106], [9.04922, 6.84641, -5.38665], [7.06972, 7.86890, -6.34180], [6.60714, 6.19435, -5.98571], [-1.85794, 6.53003, -7.17205], [-2.36182, 8.29040, -7.82824], [-1.18821, 9.01641, -8.42953], [0.01513, 9.70846, -7.06479], [-2.80324, 8.82082, -6.99121], [-3.12192, 8.11104, -8.58516], [-1.52448, 9.88789, -8.98641], [-0.59294, 8.38091, -9.07735]],
  "atomic_forces_ev_per_a": [[0.506, 0.485, 0.398], [-0.772, 0.016, -0.264], [0.554, -0.412, 0.447], [-0.176, 0.071, -0.107], [0.046, 0.255, 0.108], [-0.586, 0.140, -0.481], [-0.074, 0.423, 0.262], [-0.495, 0.322, -0.337], [0.813, -0.229, 0.452], [-0.104, -0.479, 0.033], [-0.213, -0.498, 0.160], [0.458, 0.521, 0.210], [-0.390, -0.592, -0.738], [0.066, 0.050, 0.458], [-0.297, -0.193, -0.749], [0.650, 0.507, 0.569], [0.065, -0.100, 0.905], [0.954, 0.827, -1.108], [-0.257, -0.419, 0.398], [0.942, -0.315, -0.961], [-0.418, -0.577, 0.235], [0.497, 0.377, 0.188], [-2.188, -1.069, 1.824], [0.736, -0.213, -0.989], [0.574, 0.959, -0.537], [0.763, 0.009, -0.147], [-0.231, 0.094, -0.118], [-0.425, 0.134, 0.140], [0.840, -0.517, 0.443], [-0.241, 0.159, -0.229], [-0.009, -0.019, 0.096], [-0.433, 0.265, -0.252], [-0.670, 0.084, 0.201], [1.227, -1.265, -0.039], [0.069, 0.478, -0.264], [-0.316, 0.049, 0.376], [-0.457, 0.618, -0.284], [-0.119, -0.265, -0.224], [0.055, -0.044, 0.017], [-0.133, -0.076, -0.035], [0.291, 0.082, -0.064], [0.131, -0.131, 0.111], [0.086, 0.097, -0.112], [0.022, -0.062, -0.051], [0.074, -0.050, -0.084], [0.076, 0.174, -0.175], [-0.199, -0.203, 0.013], [-0.016, 0.006, 0.102], [-0.068, 0.015, -0.107], [-0.042, -0.253, 0.690], [-0.020, 0.179, -0.218], [-0.142, 0.088, -0.076], [0.020, 0.057, 0.063], [-0.174, -0.031, 0.028], [-0.232, 0.286, 0.263], [-0.254, 0.197, 0.279], [0.167, 0.053, -0.011], [0.079, -0.005, -0.051], [-0.309, -0.105, -0.106], [-0.097, 0.079, -0.180], [-0.178, -0.107, -0.051], [-0.075, -0.006, -0.082], [-0.083, 0.045, 0.219], [-0.166, 0.199, -0.241], [-0.052, 0.028, 0.059], [-0.083, 0.050, -0.042], [-0.019, 0.016, -0.033], [0.257, -0.337, 0.056], [0.192, 0.013, 0.162], [0.044, 0.484, -0.599], [0.223, -0.222, -0.079], [0.057, 0.222, -0.039], [-0.072, 0.046, 0.099], [0.021, 0.056, -0.015], [0.042, -0.006, -0.066], [-0.060, 0.013, 0.058], [0.006, -0.007, 0.001], [-0.029, 0.049, 0.030], [-0.055, -0.159, -0.147], [0.048, 0.145, 0.078], [0.087, -0.091, 0.105], [0.028, 0.008, 0.046], [0.043, 0.007, 0.024], [-0.057, 0.031, -0.034], [-0.053, -0.019, -0.040], [-0.019, -0.025, 0.056], [-0.092, 0.061, -0.145], [0.282, 0.108, 0.121], [-0.235, -0.286, -0.161], [0.035, -0.025, 0.010], [0.042, -0.005, -0.009], [-0.019, -0.078, 0.076], [-0.084, 0.007, -0.015], [-0.121, 0.045, -0.024], [0.159, -0.072, 0.173], [-0.092, 0.038, -0.121], [0.101, -0.109, -0.129], [0.000, 0.014, -0.043], [0.032, 0.008, -0.019], [-0.033, -0.029, 0.016], [-0.008, -0.004, 0.066], [-0.241, 0.074, 0.111], [0.007, 0.005, -0.244], [0.014, 0.016, 0.224], [0.016, -0.035, -0.062], [0.042, -0.057, 0.083], [0.055, -0.014, 0.004], [-0.023, 0.027, -0.016], [-0.026, 0.015, -0.047], [0.058, -0.042, -0.072], [-0.011, 0.118, 0.204], [-0.036, -0.169, -0.155], [-0.042, 0.021, 0.121], [-0.039, -0.019, -0.045], [-0.034, -0.019, -0.007], [0.018, 0.031, -0.015], [0.016, 0.071, 0.026], [0.027, 0.054, 0.037], [0.033, -0.144, -0.154], [0.018, 0.131, 0.103], [0.016, -0.116, 0.364], [-0.018, 0.033, 0.004], [-0.029, 0.007, -0.001], [0.034, -0.028, 0.030], [0.033, -0.042, -0.013], [-0.031, -0.032, 0.027], [0.149, 0.191, -0.063], [-0.115, -0.187, 0.041], [0.003, 0.059, -0.033], [-0.035, -0.036, -0.023], [0.004, -0.010, -0.046], [0.038, 0.021, 0.022], [0.047, 0.026, 0.013], [0.060, -0.002, -0.052], [-0.222, -0.155, 0.108], [0.220, 0.168, -0.173], [-0.098, 0.013, -0.068], [-0.002, 0.056, -0.031], [-0.015, 0.034, -0.006], [0.007, -0.068, 0.052], [-0.010, -0.070, 0.015], [-0.074, -0.008, -0.044], [0.224, -0.087, 0.057], [-0.212, 0.096, -0.072], [0.078, -0.012, 0.155], [-0.035, 0.037, 0.012], [-0.025, 0.032, 0.025], [0.012, 0.005, -0.031], [0.052, -0.031, -0.029], [0.084, 0.071, -0.032], [0.008, -0.122, 0.117], [0.036, 0.081, -0.099], [-0.006, -0.138, -0.021], [-0.024, 0.018, -0.020], [-0.041, 0.013, 0.010], [0.025, 0.006, 0.003], [0.018, -0.027, 0.015], [-0.232, 0.045, 0.069], [-0.023, -0.214, -0.081], [0.017, 0.209, 0.096], [0.039, -0.074, -0.032], [0.037, 0.054, -0.004], [0.018, 0.017, -0.024], [-0.033, -0.010, 0.003], [-0.044, -0.032, -0.023]],
  "lumo_ev": 0.1,
  "gap_ha": 0.2906,
  "total_charge": 0,
  "total_energy_ha": -65381.0305
}

2.
{
  "formula": "C5H9NO",
  "method": "ωB97M-V/def2-TZVPD",
  "species": ["C", "C", "C", "C", "C", "N", "O", "H", "H", "H", "H", "H", "H", "H", "H", "H"],
  "xyz": [[0.97180, 0.98861, -0.59447], [0.67534, -0.53973, -0.71948], [0.80997, -1.24729, 0.64370], [-0.59168, -0.69064, 1.02586], [-0.79349, -0.35354, -0.44969], [-1.59670, 0.31739, -1.16934], [-2.40697, 1.11721, -0.31057], [1.84063, 1.21464, 0.01934], [0.14182, 1.55277, -0.11039], [1.01849, 1.41587, -1.59705], [1.08114, -1.00368, -1.62488], [0.80117, -2.33967, 0.56663], [1.66814, -0.94470, 1.25229], [-0.57133, 0.15765, 1.71703], [-1.31682, -1.42216, 1.38681], [-1.73153, 1.77728, -0.03578]],
  "atomic_forces_ev_per_a": [[0.296, 0.342, 0.041], [-0.050, 0.095, -0.126], [0.083, -0.014, 0.069], [-0.203, -0.006, 0.157], [-0.446, 0.115, -0.214], [0.350, -0.418, 0.162], [-0.232, 0.288, 0.280], [0.425, -0.073, -0.304], [0.729, -0.482, -0.136], [0.282, 0.005, 0.113], [-0.091, 0.234, 0.220], [0.002, 0.226, -0.073], [-0.220, 0.008, -0.044], [-0.115, -0.096, -0.176], [0.080, 0.074, 0.045], [-0.889, -0.298, -0.014]],
  "lumo_ev": 0.9,
  "gap_ha": 0.3771,
  "relative_energy_ev": 4.410,
  "total_charge": 0,
  "total_energy_ha": -325.7755,
  "smiles": "C[C@H]1CC/C1=N\\O"
}